w.
Molecular formula: C4H7FN2
Method: DFT, ωB97M-V/def2-TZVPD

CARTESIAN COORDINATES (ANGSTROEM)
F1 1.773 -2.021 0.589
N1 -0.385 -1.064 0.629
N2 0.727 1.750 -0.078
C1 1.606 1.245 0.591
C2 -0.468 1.122 -0.571
C3 -0.434 -0.408 -0.682
C4 0.886 -1.139 1.194
H1 -1.285 1.428 0.093
H2 -1.365 -0.696 -1.174
H3 0.952 -1.230 2.270
H4 0.417 -0.697 -1.317
H5 -0.845 -1.975 0.586
H6 2.522 1.608 0.992
H7 -0.648 1.550 -1.565

Properties
- E_LUMO (spin up / spin down) (eV) = 0.80 / 0.77
- E_HOMO (spin up / spin down) (eV) = -7.4 / -7.8

---

x.
Molecular formula: C4H7FN2
Method: DFT, ωB97M-V/def2-TZVPD

CARTESIAN COORDINATES (ANGSTROEM)
F1 -0.622 -1.501 2.759
N1 -0.821 -1.692 1.432
N2 -0.380 1.788 -0.960
C1 -0.238 -0.995 0.539
C2 1.293 0.622 0.205
C3 -0.463 -1.337 -0.867
C4 0.349 1.660 0.122
H1 1.739 0.243 -0.652
H2 -0.520 -0.234 -1.231
H3 -1.408 -1.871 -1.183
H4 0.087 2.323 0.998
H5 -1.274 2.309 -0.890
H6 0.470 -1.912 -1.342
H7 1.789 0.598 1.071

Properties
- E_LUMO (eV) = -0.75
- E_HOMO (eV) = -9.2

---

Least stable structure: x

---

w.
Molecular formula: C2H3NOS2
Method: DFT, ωB97M-V/def2-TZVPD

CARTESIAN COORDINATES (ANGSTROEM)
S1 -1.892 1.666 -0.425
S2 -1.803 -0.038 0.473
O1 2.760 0.629 -0.366
N1 1.011 1.817 0.620
C1 -0.835 -1.075 -0.353
C2 1.980 1.292 0.169
H1 0.815 2.608 1.191
H2 -0.719 -2.061 0.051
H3 -0.322 -0.787 -1.250

Properties
- E_LUMO (spin up / spin down) (eV) = 0.60 / -2.82
- E_HOMO (spin up / spin down) (eV) = -6.8 / -8.9
- spin multiplicity = 3
- ⟨S²⟩ = 2.01

---

x.
Molecular formula: C2H3NOS2
Method: DFT, ωB97M-V/def2-TZVPD

CARTESIAN COORDINATES (ANGSTROEM)
S1 0.055 1.317 -0.052
S2 1.141 -1.698 0.002
O1 1.630 -1.457 1.325
N1 -1.983 -0.396 0.687
C1 0.809 -0.141 -0.935
C2 -1.435 0.664 0.807
H1 -1.919 1.567 1.193
H2 0.093 -0.427 -1.710
H3 1.610 0.571 -1.318

Properties
- E_LUMO (spin up / spin down) (eV) = 0.61 / -1.69
- E_HOMO (spin up / spin down) (eV) = -8.8 / -9.6
- spin multiplicity = 3
- ⟨S²⟩ = 2.02

---

Least stable structure: x

---

w.
Molecular formula: C3H7FN2O
Method: DFT, ωB97M-V/def2-TZVPD

CARTESIAN COORDINATES (ANGSTROEM)
F1 1.308 1.952 0.137
O1 2.211 -1.244 0.133
N1 0.984 -0.695 0.042
N2 -1.970 0.185 0.381
C1 -0.106 -0.863 -0.886
C2 -0.750 0.387 -0.205
C3 0.509 0.336 0.654
H1 -0.752 -1.706 -0.722
H2 3.017 -0.576 -0.181
H3 0.615 0.552 1.666
H4 -0.773 1.324 -0.800
H5 -1.903 0.101 1.379
H6 0.226 -0.795 -1.999
H7 -2.617 1.042 0.399

Properties
- E_LUMO (eV) = 0.65
- E_HOMO (eV) = -9.6

---

x.
Molecular formula: C3H7FN2O
Method: DFT, ωB97M-V/def2-TZVPD

CARTESIAN COORDINATES (ANGSTROEM)
F1 -2.526 0.058 -0.376
O1 1.957 -0.876 -0.232
N1 0.682 -1.245 0.176
N2 1.191 1.574 0.477
C1 -1.540 -0.413 0.525
C2 0.404 0.993 -0.619
C3 -0.169 -0.238 -0.012
H1 2.300 -1.728 -0.345
H2 -0.505 1.666 -1.020
H3 0.703 1.879 1.389
H4 0.964 0.867 -1.579
H5 -1.642 -1.439 0.664
H6 -1.933 0.000 1.477
H7 1.912 0.889 0.720

Properties
- SMILES = NC/C(CF)=N\O
- E_LUMO (eV) = 0.87
- E_HOMO (eV) = -8.9

---

Least stable structure: w

---

w.
Molecular formula: C5H16N3
Method: DFT, ωB97M-V/def2-TZVPD

CARTESIAN COORDINATES (ANGSTROEM)
N1 0.253 0.426 -2.348
N2 0.820 2.586 -1.783
N3 0.990 1.623 0.490
C1 0.578 1.310 -1.188
C2 0.074 -2.415 0.950
C3 -0.444 -0.166 2.079
C4 -0.385 -0.967 0.789
C5 -1.672 -0.788 -0.057
H1 0.006 -0.379 -1.778
H2 0.603 0.023 2.297
H3 0.354 -2.819 0.004
H4 -0.995 0.750 1.851
H5 -2.491 -0.865 0.645
H6 -0.974 -0.730 2.875
H7 0.900 -2.510 1.708
H8 0.407 -0.510 0.150
H9 -1.728 0.194 -0.474
H10 1.780 2.831 -1.761
H11 1.977 1.689 0.394
H12 1.214 0.331 -2.724
H13 -1.685 -1.471 -0.936
H14 0.535 2.459 -2.720
H15 0.570 2.495 0.339
H16 -0.689 -3.097 1.197

Properties
- E_LUMO (eV) = -6.32
- net charge = +1
- E_HOMO (eV) = -14.2

---

x.
Molecular formula: C5H16N3
Method: DFT, ωB97M-V/def2-TZVPD

CARTESIAN COORDINATES (ANGSTROEM)
N1 -1.068 -0.107 -2.488
N2 -1.875 1.817 -1.478
N3 -1.980 -0.183 -0.371
C1 -1.638 0.510 -1.457
C2 1.436 0.416 1.306
C3 1.582 -0.988 1.887
C4 2.797 0.952 0.812
C5 -1.854 -1.637 -0.192
H1 -2.570 -1.997 0.533
H2 0.638 0.539 0.574
H3 1.188 1.177 2.049
H4 -0.813 -1.051 -2.390
H5 -2.163 -2.043 -1.148
H6 3.212 0.374 -0.018
H7 3.462 0.869 1.671
H8 -1.579 2.388 -2.251
H9 -1.953 0.367 0.478
H10 -2.605 2.165 -0.900
H11 -1.096 0.225 -3.436
H12 -0.850 -1.896 0.140
H13 2.814 1.985 0.484
H14 1.676 -1.729 1.102
H15 2.473 -0.977 2.507
H16 0.766 -1.177 2.585

Properties
- E_LUMO (eV) = -3.03
- net charge = +1
- E_HOMO (eV) = -14.2

---

y.
Molecular formula: C5H16N3
Method: DFT, ωB97M-V/def2-TZVPD

CARTESIAN COORDINATES (ANGSTROEM)
N1 0.479 -0.853 0.273
N2 -0.485 0.531 2.988
N3 1.071 0.352 -2.372
C1 -1.296 0.776 -2.614
C2 -0.373 0.013 -1.721
C3 -0.457 0.188 -0.171
C4 1.118 -0.710 1.593
C5 0.241 -0.717 2.869
H1 -0.101 1.161 3.705
H2 -1.342 1.833 -2.575
H3 -1.439 0.428 3.124
H4 1.083 -0.633 3.686
H5 1.840 0.308 1.593
H6 -0.541 -1.022 -1.895
H7 0.989 -0.184 -3.375
H8 1.712 -0.130 -1.779
H9 -1.118 0.624 -3.681
H10 -0.383 -1.671 3.008
H11 -1.514 0.081 0.171
H12 1.808 -1.619 1.660
H13 0.090 -1.792 0.330
H14 -2.347 0.462 -2.509
H15 1.223 1.322 -2.431
H16 -0.261 1.251 0.124

Properties
- SMILES = C[C@@H]([NH3+])CNCCN
- E_LUMO (eV) = -3.36
- net charge = +1
- E_HOMO (eV) = -11.9

---

z.
Molecular formula: C5H16N3
Method: DFT, ωB97M-V/def2-TZVPD

CARTESIAN COORDINATES (ANGSTROEM)
N1 0.265 -0.589 2.029
N2 -0.589 -0.500 -0.214
N3 -0.263 1.849 -0.582
C1 -0.288 -1.662 -1.130
C2 1.696 0.479 -0.914
C3 -2.029 -0.282 -0.231
C4 0.430 0.614 -0.178
C5 0.641 0.697 1.565
H1 -2.581 -1.020 0.447
H2 1.460 0.474 -2.081
H3 -0.428 -0.954 0.811
H4 0.652 -2.091 -0.564
H5 -0.253 2.111 -1.559
H6 -0.094 -1.304 -2.249
H7 1.667 0.975 1.533
H8 2.118 -0.523 -0.657
H9 -2.412 -0.300 -1.246
H10 1.073 -1.279 2.094
H11 0.134 1.541 2.051
H12 2.308 1.293 -0.587
H13 -2.256 0.826 -0.069
H14 -0.071 -0.733 2.961
H15 -1.204 -2.304 -1.248
H16 0.023 2.681 0.017

Properties
- SMILES = C[NH+](C)[C@@](C)(N)CN
- E_LUMO (eV) = -2.75
- net charge = +1
- E_HOMO (eV) = -13.5

---

Least stable structure: w

---

w.
Molecular formula: C5H16N3
Method: DFT, ωB97M-V/def2-TZVPD

CARTESIAN COORDINATES (ANGSTROEM)
N1 1.455 -1.507 -0.361
N2 0.045 1.326 1.145
N3 -0.774 -0.445 -0.128
C1 1.684 -0.387 0.515
C2 -1.752 0.156 -0.918
C3 -1.282 -0.981 1.148
C4 0.761 1.370 -1.167
C5 0.514 0.533 0.078
H1 -2.030 1.093 -0.436
H2 0.578 0.828 -2.045
H3 1.510 -2.452 0.092
H4 -2.694 -0.249 -0.847
H5 -1.873 -0.301 1.684
H6 0.646 1.353 2.003
H7 -0.137 -1.210 -0.604
H8 2.595 0.231 0.272
H9 -0.496 -1.478 1.695
H10 0.058 2.253 -1.223
H11 -0.654 2.040 0.960
H12 2.003 -1.466 -1.204
H13 1.805 1.619 -1.080
H14 -2.084 -1.617 0.782
H15 -1.634 0.117 -1.956
H16 1.755 -0.826 1.596

Properties
- SMILES = C[NH+](C)[C@@](C)(N)CN
- E_LUMO (eV) = -2.64
- net charge = +1
- E_HOMO (eV) = -13.4

---

x.
Molecular formula: C5H16N3
Method: DFT, ωB97M-V/def2-TZVPD

CARTESIAN COORDINATES (ANGSTROEM)
N1 0.641 -0.956 -1.920
N2 -0.126 1.233 -2.004
N3 -1.560 -0.521 -1.580
C1 -0.342 -0.068 -1.867
C2 1.938 -1.093 2.041
C3 0.550 0.917 2.561
C4 1.080 0.020 1.440
C5 -2.779 0.269 -1.422
H1 2.137 -1.884 1.305
H2 0.411 -1.919 -2.112
H3 1.259 1.656 2.920
H4 2.921 -0.700 2.306
H5 0.810 1.609 -1.983
H6 -3.471 0.126 -2.249
H7 1.698 0.550 0.712
H8 -2.567 1.313 -1.224
H9 1.463 -1.603 2.872
H10 -0.877 1.866 -2.203
H11 1.612 -0.725 -2.073
H12 0.215 -0.360 0.888
H13 -0.302 1.549 2.289
H14 0.294 0.304 3.424
H15 -3.270 -0.068 -0.507
H16 -1.736 -1.514 -1.617

Properties
- E_LUMO (eV) = -3.08
- net charge = +1
- E_HOMO (eV) = -14.3

---

Least stable structure: w

---

w.
Molecular formula: C3H5FS
Method: DFT, ωB97M-V/def2-TZVPD

CARTESIAN COORDINATES (ANGSTROEM)
S1 2.252 0.955 -0.417
F1 -1.316 1.028 2.103
C1 -0.761 0.807 0.933
C2 -1.274 0.827 -0.269
C3 1.737 0.631 1.223
H1 1.733 -0.391 1.698
H2 2.210 -0.328 -0.521
H3 1.681 1.472 1.856
H4 -0.688 0.538 -1.154
H5 -2.266 0.924 -0.400

Properties
- E_LUMO (spin up / spin down) (eV) = 0.26 / 0.19
- E_HOMO (spin up / spin down) (eV) = -8.4 / -7.9

---

x.
Molecular formula: C3H5FS
Method: DFT, ωB97M-V/def2-TZVPD

CARTESIAN COORDINATES (ANGSTROEM)
S1 0.083 2.352 0.868
F1 1.228 -1.346 0.238
C1 0.729 -0.116 -0.129
C2 0.517 0.816 1.000
C3 -0.836 -0.556 -0.687
H1 0.413 0.370 1.997
H2 1.506 0.358 -0.873
H3 -1.527 0.386 -0.583
H4 -1.267 -1.391 -0.065
H5 -0.845 -0.872 -1.766

Properties
- SMILES = C[C@H](F)C=S
- E_LUMO (eV) = -0.56
- E_HOMO (eV) = -9.1

---

Least stable structure: w